DFT (ωB97M-V with the def2-TZVPD basis set) results for one molecule with the formula C9H7NO2 at a distorted geometry.

Cartesian coordinates (Å):
O1 0.156 -2.493 1.349
C1 0.019 -1.343 1.038
C2 0.242 0.008 1.907
N1 0.121 -0.094 3.148
O2 0.328 1.073 3.853
C3 0.096 1.275 1.060
C4 -0.222 0.504 -0.414
C5 -0.171 1.150 -1.658
C6 -0.131 0.441 -2.873
C7 -0.131 -1.014 -2.641
C8 -0.304 -1.665 -1.368
C9 -0.296 -0.907 -0.305
H1 0.706 0.679 4.794
H2 -0.854 1.824 1.358
H3 0.873 1.888 1.065
H4 0.235 2.209 -1.863
H5 -0.121 0.789 -3.839
H6 -0.224 -1.539 -3.689
H7 -0.322 -2.786 -0.924

For the max |F|, the calculation gives 7.5 eV/A. The calculation puts the energy above the lowest of the compared OMol25 structures with the same formula, charge and spin at 517.1 kJ/mol. Its frontier orbital gap is 9.18 eV. Its SMILES is O=C1/C(=N/O)Cc2ccccc21. The LUMO energy comes out at -0.29 eV.

---

DFT (ωB97M-V with the def2-TZVPD basis set) results for one molecule with the formula C9H7NO2 at a distorted geometry.

Cartesian coordinates (Å):
O1 -3.726 0.119 -0.192
C1 -2.403 0.018 -0.090
C2 -1.944 -1.245 -0.054
N1 -0.631 -1.583 0.042
C3 0.259 -0.586 0.288
C4 1.685 -0.875 0.025
O2 2.015 -2.093 0.008
C5 2.648 -0.039 -0.129
C6 2.276 1.402 -0.183
C7 0.934 1.798 0.080
C8 -0.094 0.806 0.338
C9 -1.460 1.098 0.086
H1 -4.064 -0.725 0.166
H2 -2.785 -1.962 -0.154
H3 1.281 -2.771 0.258
H4 3.733 -0.469 -0.477
H5 3.177 2.085 -0.470
H6 0.628 2.809 0.261
H7 -1.529 2.212 0.197

For the max |F|, the calculation gives 7.4 eV/A. The calculation puts the energy above the lowest of the compared OMol25 structures with the same formula, charge and spin at 309.5 kJ/mol. Its frontier orbital gap is 8.06 eV. Its SMILES is Oc1cnc2c(O)cccc2c1. The LUMO energy comes out at 0.09 eV.

---

DFT (ωB97M-V with the def2-TZVPD basis set) results for one molecule with the formula C9H7NS2 at a distorted geometry.

Cartesian coordinates (Å):
S1 4.433 -1.498 -0.430
C1 3.298 -0.327 -0.150
N1 2.020 -0.561 -0.035
C2 1.166 0.555 0.225
C3 -0.295 0.220 -0.028
C4 -1.224 0.998 -0.681
C5 -2.578 0.681 -0.686
C6 -2.885 -0.634 -0.187
C7 -1.842 -1.485 0.428
C8 -0.577 -1.045 0.646
C9 1.783 1.709 0.418
S2 3.612 1.368 0.151
H1 1.607 -1.286 -0.589
H2 -0.759 1.853 -1.105
H3 -3.486 1.300 -0.956
H4 -3.878 -0.828 0.035
H5 -2.310 -2.311 1.093
H6 0.347 -1.504 1.167
H7 1.567 2.795 0.684

For the max |F|, the calculation gives 4.4 eV/A. The calculation puts the energy above the lowest of the compared OMol25 structures with the same formula, charge and spin at 98.9 kJ/mol. Its frontier orbital gap is 8.26 eV. Its SMILES is S=c1[nH]c(-c2ccccc2)cs1. The LUMO energy comes out at 0.15 eV.

---

DFT (ωB97M-V with the def2-TZVPD basis set) results for C9H8AuN13O2 as an isolated structure.

Cartesian coordinates (Å):
Au1 -0.082 -0.148 0.260
N1 2.703 0.666 2.670
C1 3.282 0.391 1.468
N2 4.274 -0.417 1.409
N3 4.814 -0.631 0.087
N4 4.060 -1.392 -0.538
N5 3.405 -2.069 -1.148
C2 1.339 0.907 2.899
N6 0.947 1.436 4.034
N7 -0.395 1.453 3.955
N8 -0.790 0.975 2.829
N9 0.300 0.599 2.122
H1 3.155 0.176 3.430
N10 -2.116 -1.193 -3.248
C3 -0.851 -1.441 -3.735
C4 0.000 -1.074 -2.746
N11 -0.723 -0.604 -1.675
C5 -2.002 -0.695 -1.998
C6 -3.114 -0.318 -1.140
N12 -2.983 -0.083 0.138
C7 -4.226 0.258 0.591
C8 -5.124 0.222 -0.437
N13 -4.405 -0.150 -1.547
H2 -2.973 -1.393 -3.731
H3 -0.681 -1.834 -4.720
H4 1.075 -1.089 -2.735
H5 -4.386 0.514 1.624
H6 -6.179 0.424 -0.486
H7 -4.778 -0.233 -2.476
O1 3.327 2.091 -1.488
C9 3.676 1.688 -0.432
O2 2.766 1.088 0.420
H8 4.676 1.772 0.007

For the max |F|, the calculation gives 0.5 eV/A. The calculation puts the energy above the lowest of the compared OMol25 structures with the same formula, charge and spin at 145.2 kJ/mol. Its frontier orbital gap is 8.43 eV. The LUMO energy comes out at -0.29 eV.

---

DFT (ωB97M-V with the def2-TZVPD basis set) results for C9H8Br2Cl4F9NNbO3S2 as an isolated structure at a distorted geometry.

Cartesian coordinates (Å):
C1 2.350 -1.419 1.083
C2 3.250 -0.065 0.906
Br1 3.927 0.709 2.635
C3 2.559 1.078 -0.100
Br2 2.405 0.219 -1.882
Nb1 0.729 2.110 0.726
S1 1.309 4.322 -0.390
N1 -0.959 3.046 1.687
C4 -0.817 4.429 1.637
O1 -0.985 5.749 1.533
S2 -0.759 1.576 -1.229
O2 -0.209 2.143 -2.600
O3 -2.052 2.458 -1.010
C5 -1.183 -0.229 -1.451
F1 -0.646 -0.580 -2.827
F2 -0.351 -1.109 -0.544
C6 -2.731 -0.650 -1.521
F3 -3.222 -0.257 -2.899
F4 -2.763 -2.163 -1.550
C7 -3.820 -0.174 -0.470
F5 -4.619 0.972 -1.051
F6 -4.850 -1.284 -0.392
C8 -3.448 0.212 1.043
F7 -4.429 -0.501 1.951
F8 -3.679 1.673 1.356
F9 -2.122 -0.156 1.561
H1 3.061 -2.227 1.602
H2 1.413 -1.324 1.775
H3 2.002 -1.922 0.074
H4 4.230 -0.412 0.317
H5 3.405 1.915 -0.205
H6 0.328 0.554 1.608
H7 1.715 2.585 2.209
H8 0.210 4.589 -1.256
C9 2.150 -5.173 -0.465
Cl1 1.405 -6.151 0.824
Cl2 3.836 -4.797 -0.027
Cl3 2.124 -6.086 -1.994
Cl4 1.237 -3.656 -0.663

For the max |F|, the calculation gives 10.0 eV/A. The charge is -1. The calculation puts the energy above the lowest of the compared OMol25 structures with the same formula, charge and spin at 948.5 kJ/mol. Its frontier orbital gap is 6.72 eV. The LUMO energy comes out at 0.22 eV.

---

DFT (ωB97M-V with the def2-TZVPD basis set) results for C9H8ClI2N2O6P2S as an isolated structure at a distorted geometry.

Cartesian coordinates (Å):
C1 3.652 -0.317 -1.865
C2 2.313 0.257 -1.348
C3 1.517 -0.817 -0.591
I1 2.324 -1.127 1.403
C4 0.016 -0.643 -0.572
C5 -0.645 0.542 -0.168
P1 0.328 1.980 0.390
O1 -0.041 3.225 -0.723
O2 -0.359 2.553 1.753
C6 -2.029 0.646 -0.175
Cl1 -2.855 2.114 0.304
C7 -2.849 -0.398 -0.599
N1 -4.149 -0.467 -0.710
S1 -4.547 -1.979 -1.276
N2 -2.998 -2.574 -1.380
C8 -2.168 -1.647 -0.999
C9 -0.775 -1.700 -0.949
I2 0.054 -3.584 -1.533
H1 4.052 0.298 -2.677
H2 4.351 -0.408 -1.032
H3 3.525 -1.331 -2.264
H4 2.578 1.089 -0.701
H5 1.728 0.642 -2.190
H6 1.732 -1.745 -1.110
H7 0.552 3.122 -1.471
H8 0.050 3.412 1.904
O3 0.366 0.153 4.088
P2 -1.082 -0.235 3.740
O4 -1.151 -0.202 2.175
O5 -2.093 0.785 4.303
O6 -1.397 -1.645 4.275

For the max |F|, the calculation gives 2.1 eV/A. The charge is -3. Its frontier orbital gap is 2.06 eV. The LUMO energy comes out at 5.66 eV.

---

DFT (ωB97M-V with the def2-TZVPD basis set) results for C9H8F15FeN2O12S5 as an isolated structure at a distorted geometry.

Cartesian coordinates (Å):
Fe1 28.868 -22.368 19.731
C1 31.508 -23.061 16.386
F1 32.047 -23.675 15.321
F2 32.493 -22.713 17.226
F3 30.895 -21.952 15.961
S1 30.320 -24.182 17.206
O1 29.328 -24.445 16.241
O2 31.120 -25.278 17.631
O3 29.834 -23.379 18.351
C2 24.707 -23.161 19.093
F4 24.710 -23.641 20.336
F5 23.819 -23.859 18.380
F6 24.358 -21.897 19.114
S2 26.400 -23.466 18.354
O4 27.024 -24.356 19.275
O5 26.248 -23.862 17.018
N1 27.198 -22.052 18.569
S3 26.936 -20.941 17.398
O6 28.079 -20.798 16.565
O7 25.637 -21.026 16.814
C3 26.849 -19.423 18.442
F7 25.829 -19.493 19.289
F8 27.970 -19.230 19.134
F9 26.647 -18.379 17.635
C4 29.652 -20.851 23.528
F10 30.000 -19.793 24.249
F11 30.710 -21.613 23.337
F12 28.722 -21.548 24.166
S4 28.950 -20.242 21.901
O8 27.695 -20.919 21.755
O9 28.983 -18.847 21.912
N2 29.877 -20.929 20.722
S5 31.420 -20.439 20.663
O10 31.788 -19.602 21.752
O11 32.273 -21.531 20.367
C5 31.425 -19.405 19.153
F13 30.816 -20.095 18.193
F14 30.730 -18.293 19.353
F15 32.658 -19.131 18.773
C6 28.679 -24.813 23.307
C7 29.843 -25.469 22.579
C8 30.198 -24.414 21.529
O12 28.939 -23.757 21.259
C9 27.910 -24.204 22.150
H1 29.041 -24.035 23.984
H2 28.082 -25.498 23.908
H3 29.499 -26.348 22.028
H4 30.693 -25.753 23.193
H5 30.536 -24.887 20.607
H6 30.944 -23.697 21.870
H7 27.279 -24.971 21.697
H8 27.278 -23.360 22.417

As for the multiplicity: 5. For the max |F|, the calculation gives 2.3 eV/A. The charge is -1. The calculation puts the energy above the lowest of the compared OMol25 structures with the same formula, charge and spin at 0.0 kJ/mol. Its frontier orbital gap (spin up / spin down) is 9.98 / 9.50 eV. The LUMO energy (spin up / spin down) comes out at 2.38 / 2.38 eV.

---

DFT (ωB97M-V with the def2-TZVPD basis set) results for an isolated ion of composition C9H8FN2O2 and charge +1 at a distorted geometry.

Cartesian coordinates (Å):
C1 3.737 -0.940 -0.443
C2 2.242 -0.797 -0.383
C3 1.461 -1.022 0.801
C4 0.178 -0.612 0.959
C5 -0.516 0.167 -0.009
C6 -1.815 0.572 0.210
N1 -2.514 1.182 -0.740
O1 -3.771 1.502 -0.335
N2 -3.973 0.899 0.956
O2 -5.021 1.020 1.505
C7 -2.685 0.380 1.318
F1 -2.533 -0.150 2.489
C8 0.207 0.445 -1.231
C9 1.477 -0.176 -1.445
H1 3.980 -0.845 -1.528
H2 4.035 -0.101 0.047
H3 3.928 -1.949 0.036
H4 2.036 -1.432 1.554
H5 -0.218 -0.985 1.893
H6 -2.191 1.908 -1.357
H7 -0.121 0.992 -1.995
H8 2.078 -0.059 -2.302

For the max |F|, the calculation gives 5.9 eV/A. The charge is +1. The calculation puts the energy above the lowest of the compared OMol25 structures with the same formula, charge and spin at 124.1 kJ/mol. Its frontier orbital gap (spin up / spin down) is 7.42 / 7.42 eV. Its SMILES is Cc1ccc(-c2[nH]o[n+](=O)c2F)cc1. The LUMO energy (spin up / spin down) comes out at -5.70 / -5.71 eV.

---

DFT (ωB97M-V with the def2-TZVPD basis set) results for one molecule with the formula C9H8FNO at a distorted geometry.

Cartesian coordinates (Å):
C1 -1.778 2.056 -0.012
C2 -0.324 2.050 0.224
C3 0.706 -1.349 0.057
C4 -2.544 1.007 -0.161
C5 -0.274 -0.469 0.299
C6 0.316 0.852 0.469
C7 2.054 -0.606 0.094
C8 3.256 -1.116 -0.213
C9 -1.695 -0.922 0.108
N1 1.739 0.672 0.414
O1 -1.769 -1.782 -0.935
F1 -2.226 -1.470 1.191
H1 -2.158 3.012 -0.007
H2 0.138 2.932 0.495
H3 0.679 -2.438 -0.198
H4 -3.622 1.119 -0.415
H5 4.238 -0.553 -0.184
H6 3.418 -2.141 -0.546
H7 2.483 1.386 0.289
H8 -2.637 -2.240 -0.968

For the max |F|, the calculation gives 4.8 eV/A. The calculation puts the energy above the lowest of the compared OMol25 structures with the same formula, charge and spin at 508.1 kJ/mol. Its frontier orbital gap is 7.14 eV. The LUMO energy comes out at -0.10 eV.

---

DFT (ωB97M-V with the def2-TZVPD basis set) results for one molecule with the formula C9H8N2 at a distorted geometry.

Cartesian coordinates (Å):
C1 -3.247 -0.056 -0.025
C2 -2.491 -1.152 -0.200
C3 -1.125 -1.211 -0.175
C4 -0.464 -0.004 -0.012
C5 0.999 0.110 0.012
N1 1.819 1.126 -0.342
C6 3.168 0.653 -0.207
C7 3.072 -0.621 0.174
N2 1.808 -1.063 0.290
C8 -1.165 1.196 0.122
C9 -2.545 1.212 0.238
H1 -4.414 0.019 0.125
H2 -3.005 -2.191 -0.474
H3 -0.561 -1.896 -0.424
H4 3.734 1.352 -0.510
H5 3.863 -1.014 0.556
H6 1.584 -1.741 0.727
H7 -0.709 2.150 0.462
H8 -3.088 2.118 0.338

For the max |F|, the calculation gives 15.5 eV/A. The calculation puts the energy above the lowest of the compared OMol25 structures with the same formula, charge and spin at 381.8 kJ/mol. Its frontier orbital gap is 8.96 eV. Its SMILES is c1ccc(-c2ncc[nH]2)cc1. The LUMO energy comes out at 0.69 eV.

---

DFT (ωB97M-V with the def2-TZVPD basis set) results for one molecule with the formula C9H8N2O4.

Cartesian coordinates (Å):
O1 2.325 2.333 0.821
C1 1.823 1.269 0.528
C2 2.666 0.197 -0.071
N1 2.212 -0.535 -0.993
O2 3.020 -1.395 -1.628
N2 0.487 1.047 0.653
C3 -0.223 -0.138 0.560
C4 0.307 -1.333 1.049
C5 -0.405 -2.511 0.964
C6 -1.675 -2.526 0.404
C7 -2.235 -1.348 -0.041
C8 -1.532 -0.144 0.038
C9 -2.182 1.104 -0.397
O3 -1.770 2.223 -0.175
O4 -3.325 0.911 -1.064
H1 3.721 0.206 0.230
H2 3.945 -1.352 -1.303
H3 -0.090 1.889 0.688
H4 1.280 -1.323 1.513
H5 0.026 -3.423 1.348
H6 -2.228 -3.450 0.334
H7 -3.233 -1.337 -0.450
H8 -3.703 1.769 -1.315

For the max |F|, the calculation gives 1.0 eV/A. The calculation puts the energy above the lowest of the compared OMol25 structures with the same formula, charge and spin at 102.4 kJ/mol. Its frontier orbital gap is 9.05 eV. Its SMILES is O=C(/C=N/O)Nc1ccccc1C(=O)O. The LUMO energy comes out at 0.21 eV.

---

DFT (ωB97M-V with the def2-TZVPD basis set) results for C9H8N2Se3TaTe as an isolated structure at a distorted geometry.

Cartesian coordinates (Å):
Ta1 -1.514 -2.044 -0.004
N1 0.684 -1.970 0.398
C1 1.219 -0.595 0.264
C2 2.548 -0.306 0.402
C3 2.988 1.026 0.266
C4 2.090 2.026 0.006
C5 0.710 1.736 -0.130
C6 -0.268 2.723 -0.373
C7 -1.599 2.372 -0.479
C8 -1.955 1.039 -0.362
N2 -1.057 0.063 -0.134
C9 0.276 0.402 -0.002
H1 1.211 -2.592 -0.226
H2 0.893 -2.311 1.344
H3 3.269 -1.088 0.616
H4 4.041 1.247 0.371
H5 2.422 3.051 -0.097
H6 0.033 3.759 -0.475
H7 -2.367 3.111 -0.657
H8 -2.993 0.740 -0.455
Se1 -3.182 -1.906 1.789
Se2 -2.463 -4.074 1.291
Te1 -2.098 -4.338 -1.394
Se3 -2.889 -2.069 -1.960

For the max |F|, the calculation gives 1.8 eV/A. The charge is +3. The calculation puts the energy above the lowest of the compared OMol25 structures with the same formula, charge and spin at 0.0 kJ/mol. Its frontier orbital gap is 5.76 eV. The LUMO energy comes out at -13.27 eV.

---

Question: What is the max |F| in the ninth record?
Answer: 4.8 eV/A

---

Question: max |F| of number 7 (C9H8F15FeN2O12S5)?
Answer: 2.3 eV/A

---

Question: Which value of max |F| does entry 10 give?
Answer: 15.5 eV/A

---

Question: Which of these has the lowest max |F|?
Answer: C9H8AuN13O2